1.
The following is a quantum chemistry calculation of a cluster of 2 separate species, C2H6N2 in total in a non-equilibrium geometry, from the OMol25 dataset.

```
10
Properties=species:S:1:pos:R:3:forces:R:3
C 2.1524 1.6402 -3.3089 -0.56 0.16 -0.41
N 1.5453 1.4990 -4.4088 0.35 -0.14 -0.32
H 1.5661 2.1854 -2.5796 0.32 -0.02 0.61
H 3.1612 1.2883 -3.0687 -0.14 0.06 -0.04
H 2.1093 1.0204 -5.1149 0.02 -0.07 0.17
C -1.6936 -2.0486 3.9052 0.54 -0.66 0.06
N -2.3107 -1.0021 3.6170 -1.12 0.43 -0.33
H -1.9112 -2.9267 3.2951 0.15 -0.01 -0.10
H -0.9253 -2.2251 4.6744 -0.32 0.39 0.14
H -2.2399 -0.1812 4.2094 0.74 -0.16 0.23
```
Forces are in eV/Å.

Summary:
multiplicity	1
energy above the lowest of the compared OMol25 structures with the same formula, charge and spin	55.9	kcal per mole
highest occupied orbital energy	-9.86	eV



2.
The following is a quantum chemistry calculation of a structure of composition C2H6N2O in a non-equilibrium geometry, from the OMol25 dataset.

```
11
Properties=species:S:1:pos:R:3:forces:R:3
C -0.4185 -0.5794 1.3982 -2.82 0.16 3.32
C 0.8460 -0.4086 -0.3746 -2.30 3.30 -3.01
H 0.0677 0.0920 2.6185 -2.09 -2.15 -3.73
H -1.0749 -1.9758 1.7564 1.75 4.35 -0.78
H -1.3056 0.2064 0.5922 2.23 -3.18 3.55
H 1.5790 -0.5829 -1.0912 1.42 -0.28 -1.13
H -0.3377 1.2838 -0.1634 0.18 -0.89 -0.36
H -0.2467 1.0880 -2.6982 0.87 0.22 1.32
N 0.7562 -0.9101 0.7175 -0.04 -2.34 3.29
N -0.2038 0.5147 -0.8447 1.32 1.07 -0.21
O 0.3382 1.2720 -1.9106 -0.52 -0.26 -2.26
```
Forces are in eV/Å.

Summary:
multiplicity	1
energy above the lowest of the compared OMol25 structures with the same formula, charge and spin	186.7	kcal per mole
highest occupied orbital energy	-9.10	eV



3.
The following is a quantum chemistry calculation of a cluster of 2 separate species, C2H6N2O in total, from the OMol25 dataset.

```
11
Properties=species:S:1:pos:R:3:forces:R:3
H 0.7722 -0.6209 2.5058 0.23 -0.44 0.03
N 0.7443 -0.7626 1.5001 -0.41 0.81 -0.05
C -0.4464 -1.0691 1.1544 0.47 -0.15 0.02
N -0.8654 -1.0159 -0.1372 -0.14 -0.14 0.61
H -1.2032 -1.4104 1.8623 -0.16 0.04 -0.02
H -1.6221 -1.6189 -0.4027 0.02 0.25 -0.38
H -0.2750 -0.5518 -0.8057 -0.10 -0.37 -0.36
C 0.7382 1.7687 -1.4263 -0.17 -0.23 0.63
O 0.1235 1.3261 -2.3581 0.11 0.14 -0.17
H 1.1847 2.7801 -1.3952 -0.04 -0.05 -0.31
H 0.8493 1.1746 -0.4975 0.19 0.14 -0.01
```
Forces are in eV/Å.

Summary:
multiplicity	1
energy above the lowest of the compared OMol25 structures with the same formula, charge and spin	43.7	kcal per mole
highest occupied orbital energy	-9.31	eV



4.
The following is a quantum chemistry calculation of a structure of composition C2H6N2O in a non-equilibrium geometry, from the OMol25 dataset.

```
11
Properties=species:S:1:pos:R:3:forces:R:3
C 1.6933 -0.6189 0.1541 0.14 -0.48 -0.72
C -0.7855 -0.6637 -0.0575 -0.58 -1.07 -1.10
H 2.7201 0.2544 -0.2315 -3.48 -3.24 1.24
H 1.7858 -0.9252 1.4351 -0.39 1.24 -4.00
H 1.5394 -1.6366 -0.5270 1.62 2.35 2.02
H 1.0500 1.9352 -0.4889 -3.73 -1.98 2.33
H -0.1036 1.6793 1.1571 1.28 -1.78 -4.36
H -0.7127 -1.7145 -0.1671 0.54 -1.65 0.12
N 0.3565 0.0079 -0.3449 2.24 1.45 2.98
N 0.0955 1.3520 -0.0262 3.42 4.46 0.83
O -1.8612 -0.1771 0.1052 -1.06 0.71 0.67
```
Forces are in eV/Å.

Summary:
multiplicity	1
energy above the lowest of the compared OMol25 structures with the same formula, charge and spin	133.1	kcal per mole
highest occupied orbital energy	-9.16	eV



5.
The following is a quantum chemistry calculation of the molecule C2H6N2O in a non-equilibrium geometry, from the OMol25 dataset.

```
11
Properties=species:S:1:pos:R:3:forces:R:3
C -1.1026 0.7095 -0.0844 -1.29 1.57 -0.08
N -0.6296 -0.7239 0.2733 -2.28 -0.46 -0.78
N 0.6724 -1.0823 -0.2257 0.52 2.10 0.42
C 1.5833 -0.1997 0.4406 3.33 1.83 -2.43
O 2.5548 0.4078 -0.1737 -4.44 -3.07 2.93
H -1.5519 0.7280 -1.1430 0.86 0.11 1.35
H -2.0382 1.0959 0.6214 2.58 -1.45 -1.51
H -0.2810 1.6403 -0.0194 -1.82 -3.11 -0.03
H -1.4121 -1.5076 0.0165 2.79 2.72 0.63
H 0.8548 -1.0252 -1.2559 -0.54 0.08 1.00
H 1.3502 -0.0428 1.5504 0.30 -0.31 -1.50
```
Forces are in eV/Å.

Summary:
multiplicity	1
energy above the lowest of the compared OMol25 structures with the same formula, charge and spin	84.0	kcal per mole
highest occupied orbital energy	-9.59	eV



6.
The following is a quantum chemistry calculation of the molecule C2H6N2O in a non-equilibrium geometry, from the OMol25 dataset.

```
11
Properties=species:S:1:pos:R:3:forces:R:3
H -1.3812 1.0098 -1.4594 1.29 -1.77 0.02
N -0.6580 0.2326 -1.2689 -1.50 1.67 -0.56
C -0.4105 0.3089 -0.0337 1.03 -0.06 1.05
N -1.0089 1.1562 0.8975 -1.00 0.30 -1.50
O 0.6157 -0.4074 0.5569 -1.03 1.12 0.66
C 1.4223 -1.2404 -0.2474 -1.48 -2.72 0.47
H -0.7902 1.0858 1.8483 0.54 -0.36 1.22
H -1.9386 1.5733 0.7157 1.24 -0.75 -0.11
H 0.7550 -2.1357 -0.5490 1.19 1.35 -0.06
H 1.7877 -0.7139 -1.0894 0.39 0.36 -0.93
H 2.2391 -1.6933 0.3651 -0.66 0.85 -0.26
```
Forces are in eV/Å.

Summary:
multiplicity	1
energy above the lowest of the compared OMol25 structures with the same formula, charge and spin	28.7	kcal per mole
highest occupied orbital energy	-9.43	eV



7.
The following is a quantum chemistry calculation of the molecule C2H6N2O in a non-equilibrium geometry, from the OMol25 dataset.

```
11
Properties=species:S:1:pos:R:3:forces:R:3
H -0.8955 2.2844 1.2536 0.13 -0.57 0.06
N -0.8105 1.2815 1.0368 -0.53 1.03 0.31
C -0.1605 1.1421 -0.0359 -0.28 0.65 0.60
N -0.0386 -0.1089 -0.5973 0.32 -0.59 -0.81
C -0.2272 -1.2409 0.2845 1.36 -0.57 1.42
O 1.2723 -0.1270 -1.0970 0.95 -1.31 -2.65
H 0.3725 1.9599 -0.5594 -0.36 -0.68 -0.04
H -1.1803 -1.2080 0.7506 -0.89 0.29 0.23
H -0.0991 -2.2572 -0.1184 -0.04 0.76 -0.79
H 0.5270 -1.1854 1.1092 -0.49 0.07 -0.41
H 1.2399 -0.5406 -2.0267 -0.16 0.93 2.08
```
Forces are in eV/Å.

Summary:
multiplicity	1
energy above the lowest of the compared OMol25 structures with the same formula, charge and spin	70.6	kcal per mole
highest occupied orbital energy	-9.25	eV



8.
The following is a quantum chemistry calculation of the molecule C2H6N2O in a non-equilibrium geometry, from the OMol25 dataset.

```
11
Properties=species:S:1:pos:R:3:forces:R:3
H -0.6619 -2.0322 -0.6567 0.80 0.66 0.36
N 0.0715 -1.3984 -0.2755 -1.19 -0.38 -0.31
C -0.3330 -0.1865 -0.2602 -0.40 1.75 0.02
C -1.6679 0.4347 -0.6906 -0.85 0.51 -0.09
N 0.5237 0.7885 0.2041 0.92 -0.57 0.79
O 1.6193 0.2656 0.9568 -0.36 0.00 -0.33
H -2.4510 -0.0099 -0.0451 0.32 0.20 -0.31
H -1.7762 1.5935 -0.5515 0.61 -2.22 -0.38
H -1.9326 0.1483 -1.7396 0.34 0.39 0.83
H 0.2160 1.6753 0.6316 -0.04 -1.15 -0.36
H 1.4908 -0.7199 0.9111 -0.16 0.80 -0.22
```
Forces are in eV/Å.

Summary:
multiplicity	1
energy above the lowest of the compared OMol25 structures with the same formula, charge and spin	61.2	kcal per mole
highest occupied orbital energy	-8.94	eV



9.
The following is a quantum chemistry calculation of the molecule C2H6N2O in a non-equilibrium geometry, from the OMol25 dataset.

```
11
Properties=species:S:1:pos:R:3:forces:R:3
N -0.5338 -1.4047 -0.0942 1.37 0.36 -0.21
C 0.0641 -0.2814 -0.8781 1.62 -1.61 1.63
C 0.7341 0.7221 0.1200 -2.98 1.54 -0.07
N -0.1910 1.1583 1.0932 2.29 -1.23 -1.48
O 1.7487 1.3473 -0.0433 0.77 -0.55 -0.50
H 0.2212 -1.9658 0.2726 -0.44 -0.09 0.03
H -1.4392 -1.7692 0.1427 -0.22 0.76 -0.71
H -0.5388 0.2431 -1.6034 -0.55 0.09 0.21
H 0.9171 -0.7105 -1.4209 -0.32 0.05 -0.21
H -0.9506 0.5132 1.2132 -0.61 0.82 0.37
H -0.0317 2.1478 1.1984 -0.92 -0.13 0.92
```
Forces are in eV/Å.

Summary:
multiplicity	1
energy above the lowest of the compared OMol25 structures with the same formula, charge and spin	33.7	kcal per mole
highest occupied orbital energy	-8.98	eV



10.
The following is a quantum chemistry calculation of a cluster of 2 separate species, C2H6N2O2 in total in a non-equilibrium geometry, from the OMol25 dataset.

```
12
Properties=species:S:1:pos:R:3:forces:R:3
C -1.4481 1.7903 0.2102 -0.41 0.40 0.08
N -0.6663 0.6027 0.1961 0.65 -0.92 0.49
C -0.6590 -0.4980 0.6928 -1.11 0.89 -1.05
O -0.7397 -1.6217 0.9884 0.35 -0.32 0.51
H -1.4961 2.1823 -0.8087 -0.02 0.05 0.20
H -0.9822 2.5316 0.8595 -0.04 0.09 -0.09
H -2.4628 1.6050 0.5674 0.00 0.04 -0.05
N 1.8099 -1.6916 -0.9107 -0.33 0.07 -0.21
O 1.7322 -0.6096 0.0239 -0.06 1.24 -0.65
H 2.5526 -2.2929 -0.5525 -0.18 0.31 0.03
H 0.9331 -2.2139 -0.7901 0.40 0.14 0.09
H 1.4264 0.2157 -0.4762 0.75 -1.98 0.63
```
Forces are in eV/Å.

Summary:
multiplicity	1
energy above the lowest of the compared OMol25 structures with the same formula, charge and spin	69.8	kcal per mole
highest occupied orbital energy	-9.50	eV



11.
The following is a quantum chemistry calculation of the molecule C2H6N2O2 in a non-equilibrium geometry, from the OMol25 dataset.

```
12
Properties=species:S:1:pos:R:3:forces:R:3
C -0.8216 0.9873 -0.2180 0.90 2.40 0.11
C 0.0212 -0.0094 0.4634 0.08 -2.42 2.44
N -0.5989 -1.3216 0.2595 1.43 2.67 4.24
N 1.4261 -0.0092 -0.1943 -0.71 1.23 -0.71
O 1.8897 1.0536 -0.5753 -0.04 -0.25 0.52
O 1.9055 -1.0839 -0.3795 1.13 -1.07 -0.02
H -1.8503 0.8594 -0.0862 -1.52 -0.81 0.56
H -0.6453 1.9950 0.2043 0.28 -0.31 -0.84
H -0.6504 0.9198 -1.2926 0.21 0.42 0.03
H 0.3399 0.1415 1.6716 -1.28 -0.24 -3.37
H -0.0872 -2.0095 0.7582 0.17 -0.96 -0.26
H -0.9286 -1.5229 -0.6111 -0.65 -0.66 -2.72
```
Forces are in eV/Å.

Summary:
multiplicity	1
energy above the lowest of the compared OMol25 structures with the same formula, charge and spin	97.2	kcal per mole
highest occupied orbital energy	-9.89	eV



12.
The following is a quantum chemistry calculation of the molecule C2H6N2O2 in a non-equilibrium geometry, from the OMol25 dataset.

```
12
Properties=species:S:1:pos:R:3:forces:R:3
C 0.3128 2.0545 0.7033 0.00 0.62 0.14
O -0.1445 0.7140 0.8956 0.46 -0.11 -0.27
C 0.2745 -0.1949 -0.0174 -0.28 -0.60 -1.02
O 1.1625 -0.0351 -0.8432 -0.83 -0.18 0.85
N -0.5282 -1.3161 0.0662 0.79 0.92 0.61
N -0.6400 -2.1741 -1.0568 0.20 -0.31 -0.22
H -0.5642 2.6700 0.4815 0.10 -0.10 0.04
H 1.0335 2.1687 -0.1113 -0.14 -0.40 0.17
H 0.7618 2.4122 1.6332 -0.05 -0.16 -0.10
H -1.3329 -1.2034 0.6768 0.07 -0.19 -0.70
H 0.1509 -1.9606 -1.6801 -0.43 0.20 0.41
H -0.4863 -3.1351 -0.7478 0.10 0.30 0.09
```
Forces are in eV/Å.

Summary:
multiplicity	1
energy above the lowest of the compared OMol25 structures with the same formula, charge and spin	34.0	kcal per mole
highest occupied orbital energy	-8.97	eV



| no. | calculated total energy (eV) |
| --- | --- |
| 1 | -5149.4974 |
| 2 | -7191.6897 |
| 3 | -7197.8937 |
| 4 | -7194.0137 |
| 5 | -7196.1433 |
| 6 | -7198.5449 |
| 7 | -7196.7251 |
| 8 | -7197.1332 |
| 9 | -7198.3273 |
| 10 | -9244.2917 |
| 11 | -9243.1026 |
| 12 | -9245.8432 |